The following is a DFT calculation (ωB97M-V/def2-TZVPD) of 2 unconnected molecules or ions with the total composition C3H10NS2.

## Properties
E = -26423.8322 eV
F_max = 4.8 eV Å⁻¹
LUMO = -0.147 Eh
Energy above the lowest of the compared OMol25 structures with the same formula, charge and spin = 358.7 kJ/mol

```
! RIJCOSX wB97M-V def2-TZVPD def2/J DEFGRID3
* xyz 1 1
S -2.133 0.958 0.088
C -0.764 -0.012 0.646
H 1.332 -1.696 0.857
S 0.225 0.827 1.953
H -0.023 0.731 -2.366
H -0.413 -1.176 -1.069
H -0.973 1.037 2.457
H 1.313 0.950 -1.342
H 1.708 -1.616 -0.955
H -1.290 -1.566 1.236
H -0.242 1.444 -0.936
C 1.448 -1.085 -0.094
N 0.303 0.701 -1.401
H 2.231 -0.415 0.187
H -2.817 1.383 1.201
C 0.097 -0.466 -0.461
*
```